1.
Entry from the OMol25 dataset: 9 unconnected molecules or ions with the total composition C20H64N5O8 (wB97M-V/def2-TZVPD).

```
! RIJCOSX wB97M-V def2-TZVPD def2/J DEFGRID3
* xyz 1 1
H 20.7505 -16.9040 -5.1053
H 24.4752 -21.7676 -7.5233
H 21.4397 -20.5588 -2.2201
H 23.1195 -21.2903 -8.7317
H 18.4747 -20.3026 -10.3793
H 25.4943 -21.9145 -9.7284
C 21.1669 -23.1236 -7.6452
H 20.3346 -17.3311 -10.8061
H 22.0261 -20.1343 -6.5995
H 21.6826 -22.4451 -5.0837
H 19.4280 -14.1832 -5.1171
H 17.7436 -16.1852 -1.3157
C 22.9943 -18.4215 -6.7818
C 22.4847 -22.8381 -7.0306
H 15.9178 -15.2869 -0.7132
C 17.9038 -23.2831 -5.7663
H 20.7946 -14.6335 -8.1233
H 16.2199 -17.6452 -3.6781
C 15.0782 -20.6514 -5.1672
H 16.8664 -23.4738 -6.1856
H 18.6274 -22.8943 -6.4449
O 18.4874 -17.1536 -7.2451
N 19.1077 -20.1346 -6.2064
H 21.5234 -23.5922 -8.4182
H 14.7934 -15.9024 -1.5378
C 21.0037 -15.5894 -7.9896
H 18.3990 -17.6719 -9.2261
O 15.5922 -20.1160 -6.4191
H 22.0242 -16.8605 -3.8763
H 14.2393 -20.0558 -4.9162
H 18.8538 -21.7262 -2.0963
O 18.2914 -20.2610 -9.4800
N 20.7054 -16.5717 -10.1464
C 16.9859 -20.5854 -9.5159
O 18.2343 -15.2384 -3.8263
H 16.6649 -16.1145 -6.6916
H 16.7937 -18.2872 -2.2630
H 20.8723 -15.8633 -6.8029
H 17.2818 -17.4959 -5.7978
C 20.4716 -20.0285 -1.8595
H 21.7254 -16.6045 -10.4989
C 16.9668 -16.2399 -2.0807
H 19.7382 -21.0070 -5.9873
H 20.6623 -22.1923 -7.9997
H 24.6897 -23.2212 -10.7120
H 20.5828 -16.1923 -3.4262
C 23.5067 -22.0184 -7.9883
C 16.9160 -17.5335 -2.9545
H 18.1847 -24.3682 -5.3815
H 21.4003 -19.9774 -0.0207
H 18.6163 -13.2679 -3.9605
H 19.0773 -19.3128 -5.4034
H 14.6660 -21.7393 -5.4196
C 20.2313 -16.7702 -8.8486
H 17.9818 -17.4491 -3.5172
N 20.7446 -20.4307 -0.4611
N 22.0565 -21.9468 -5.9339
C 17.1183 -14.9570 -2.9395
H 18.1109 -20.6474 -6.3449
H 22.7917 -17.3930 -6.3577
O 20.4015 -18.3002 -3.4288
N 15.7503 -16.1375 -1.2456
C 18.7210 -16.7841 -8.6754
H 18.8162 -20.6265 -3.3926
H 17.0661 -14.0622 -2.4746
H 15.7849 -20.7702 -4.3675
O 23.9004 -23.0254 -8.9512
H 18.3173 -20.1946 -1.7300
H 16.1742 -15.0741 -3.5252
H 18.0333 -13.8585 -5.4063
H 16.4732 -17.7043 -7.2929
H 18.2234 -15.6671 -8.5530
H 23.1382 -23.8040 -6.5968
C 18.6859 -14.1634 -4.6255
C 20.6739 -18.6159 -2.0831
H 21.7318 -18.3233 -1.9389
H 16.4299 -20.5674 -10.4770
H 17.3979 -23.0007 -4.0515
H 20.0291 -19.9384 0.0357
H 16.2750 -20.0617 -8.8566
O 17.9245 -22.5356 -4.5842
H 19.2734 -19.6125 -6.9281
H 20.2275 -17.9988 -1.4741
H 22.1390 -15.7857 -8.1388
C 24.5185 -22.4040 -10.0406
H 14.8752 -19.8842 -6.9558
H 22.9725 -21.9077 -5.5622
C 17.1999 -17.0899 -6.8199
H 17.0906 -21.5978 -9.1610
H 20.8141 -17.7972 -8.5818
H 24.1787 -21.5913 -10.6466
H 23.3168 -18.2673 -7.7615
H 23.8903 -19.0046 -6.2149
C 19.0938 -20.6956 -2.2536
H 20.6553 -23.8649 -6.9418
C 20.9337 -17.1304 -3.9815
O 21.8125 -19.2317 -6.7226
*
```

Output
**LUMO level**: -1.881 eV
**Kohn-Sham gap**: 9.00 eV
**Largest force on an atom**: 0.268 Eh/bohr

Mulliken atomic charge list, values in e, 2 entries: number 1, H, carries -0.14; number 2, H, carries 0.38

=====

2.
Entry from the OMol25 dataset: 12 unconnected molecules or ions with the total composition C20H64N8O12 (wB97M-V/def2-TZVPD).

```
! RIJCOSX wB97M-V def2-TZVPD def2/J DEFGRID3
* xyz 0 1
N 0.8047 -3.8828 -1.3977
N 2.5220 -2.5585 4.2171
C -0.1495 0.6413 4.1345
C -0.0247 2.0655 3.7033
H -2.5850 -0.8086 -4.2273
H 1.7913 2.8604 0.1328
H 2.6314 -3.2455 4.9555
H 0.9987 2.3383 3.8619
O -2.0034 -2.6480 1.5928
H -3.4817 -2.0778 -2.4995
H -5.5416 0.6022 3.7687
C 3.0728 4.4436 -0.7182
H -3.0894 0.3952 1.4919
H -0.6240 0.9250 -2.3529
O 2.0095 -5.7832 -1.1602
O -0.3981 2.3778 2.3714
H -2.7276 -5.5439 -0.0269
H -4.2719 0.4850 -5.0806
H -5.0661 0.3646 0.8057
H 0.9817 2.9333 -4.9885
H -4.7718 1.8462 2.8130
H -1.1990 1.8970 2.1245
N -0.9479 3.1923 -0.1306
H 0.8990 -2.8989 -1.2519
H 0.2811 4.5091 -3.0629
O -2.6691 1.9449 0.5782
H 0.0274 -3.4764 4.6340
H 2.5231 -4.7542 1.1505
O 4.7345 2.2839 3.2736
H -3.7901 2.6121 -1.5364
H -2.4675 -3.1892 -0.3753
C 4.3682 1.2784 2.6706
H -0.4026 2.8527 0.6515
H -6.5537 1.3503 2.4383
C 0.1992 0.2974 -1.9848
C 1.3570 -2.4021 3.5079
H -3.8010 -3.1389 0.6277
H 0.9989 4.0291 -6.3840
O -4.4110 -0.4198 -5.2581
H -1.1902 0.2059 3.9781
H 1.0934 0.9454 -1.9255
C -2.2399 2.7415 -0.2603
C -5.5318 1.0291 2.7398
H 1.7194 -3.3398 0.8357
O -3.5651 -0.2347 2.0555
H 3.3310 -2.3203 3.6650
H 1.0605 -1.2905 0.6169
O 3.7888 -1.4259 -0.2965
C 4.8255 -3.5145 -1.1775
H -3.0296 -5.2812 1.7526
C -0.4912 4.5667 -4.8863
O -0.5728 4.6215 -3.4702
H 4.3467 -4.1628 -0.3958
C 0.8390 3.9593 -5.2985
H -3.5995 -2.2509 -4.7658
C -4.9218 0.0698 1.7653
O 2.0177 4.9866 -1.5674
C -2.7786 -3.3966 0.6501
H 0.8110 -4.0764 -2.3800
H -0.7481 5.5386 -5.3165
H -0.6465 2.6737 4.4166
H 4.9963 -3.9538 -2.1784
N 3.1770 0.6919 3.0043
O 1.0856 -1.0762 -0.3051
H 3.6796 5.2684 -0.3480
H -5.4808 -0.8682 1.8927
H 3.7084 3.8187 -1.3757
H 0.5036 0.0168 3.5636
H -1.4496 -5.0394 1.1854
H 2.3651 5.8040 -1.9228
H -4.3613 -0.4512 -2.3810
H -0.9653 -0.9760 -0.5154
H 3.2235 3.3503 1.2371
H -5.1959 -1.9610 -3.1051
H -0.5673 3.9086 -0.7141
C 3.9005 -2.3195 -1.4134
C 2.4542 3.7058 0.5027
C -3.6234 -1.2133 -4.3683
H 2.8578 1.0367 3.8893
O 1.3859 -1.8327 2.3575
H 2.9581 -2.7326 -1.7295
C 1.6307 -4.7234 -0.7182
H -2.6486 3.6864 -2.1128
H 5.7715 1.1655 1.2300
H -1.2364 3.8232 -5.2215
H 0.3498 -0.5624 -2.6902
H 2.6088 0.0492 2.5148
H 5.7992 -3.1636 -0.7923
H -2.4723 -1.8244 1.8277
N 1.9707 -4.2642 0.5058
N 5.0308 0.6456 1.6617
C -2.5084 -4.8995 0.8670
H 0.1472 0.5849 5.1889
H 2.8717 -1.0370 -0.4379
H -0.1051 0.3901 0.1744
H 1.7634 4.4387 0.8947
N 0.0901 -2.7481 3.9324
H 4.3511 -1.8039 -2.2768
H 4.5872 -0.0128 1.0210
H -0.6536 -2.7565 3.2145
C -4.2480 -1.4214 -3.0018
N -3.0062 3.2088 -1.2938
H 1.5941 4.6132 -4.9181
C -0.0817 -0.3083 -0.6509
*
```

Output
**LUMO level**: 0.201 eV
**SMILES**: NC(N)=O.NC(N)=O.NC(N)=O.NC(N)=O.CCO.CCO.CCO.CCO.CCO.CCO.CCO.CCO
**Kohn-Sham gap**: 9.70 eV
**Largest force on an atom**: 0.081 Eh/bohr

Mulliken atomic charge list, values in e, 2 entries: number 1, N, carries -0.28; number 2, N, carries -0.38

=====

3.
Entry from the OMol25 dataset: 13 unconnected molecules or ions with the total composition C20H66ClN18O14 (wB97M-V/def2-TZVPD).

```
! RIJCOSX wB97M-V def2-TZVPD def2/J DEFGRID3
* xyz -1 1
N -5.5453 -1.0670 4.1102
C -4.7062 2.2730 -0.6008
O -0.4683 4.3039 0.4005
C -4.2800 -1.3149 1.9480
N -1.6335 0.8201 -3.1528
C 3.5219 4.2746 -1.9394
H -4.2066 -1.2213 -2.2255
H -0.6954 2.4749 1.3053
H -2.3463 1.7785 -1.0982
C 3.2749 -2.4316 -0.4765
H -2.0578 5.7990 -0.7883
H -0.7822 0.5903 -2.6704
H -5.1136 2.4036 -1.6286
H -0.9091 2.9043 -2.4360
H -1.6322 0.5371 -4.1103
N -1.6473 3.8611 3.2161
N 2.4531 4.6098 -1.1224
H 2.1067 -1.1431 0.7553
H -0.6445 2.5564 -6.6717
N -0.4865 3.1221 -1.5211
H 2.6802 -0.2518 3.5637
O 1.2275 0.9989 -4.3782
O -4.1915 0.9183 -0.5019
N -0.4961 -0.8618 3.6469
C 5.4175 -3.6803 2.6840
H 4.7986 2.7258 -1.9654
N 4.0768 0.7389 1.6614
H -0.1287 -2.6489 -3.0522
O 1.0324 -2.2353 2.9678
N -0.5515 -2.4637 0.1797
H 5.5254 -1.8070 1.6401
O -0.7644 -4.3073 -0.8885
N 3.8294 2.9052 -1.7525
H 6.9898 -2.0616 2.6206
N 2.4491 2.5004 1.6770
H -4.2982 -0.7698 1.0015
O -4.8286 -2.6379 1.9590
C -2.9914 0.4560 -2.6479
O -1.1081 1.9064 4.3693
H 4.3361 -3.7034 2.6456
H 1.9057 3.0664 2.3267
O 2.7470 -3.0112 -4.1558
C 0.9895 2.0770 -5.3081
N 3.0933 -1.6351 -1.5895
H -1.7825 4.3370 4.0952
H -3.9628 3.0188 -0.3804
C -4.0837 -3.4741 1.0846
H 1.8320 1.9028 1.0950
C -0.8108 4.1062 -0.7518
H 1.7211 2.0264 -6.1262
N 0.4973 -4.3235 1.0330
H -1.2226 1.8987 -5.0932
O 5.3645 -1.3962 3.6115
H -3.6856 1.1523 -3.1133
H 3.3593 2.3312 -1.0723
H 0.5995 -3.8411 1.9520
H -3.0877 -3.6641 1.4647
H -1.4202 4.4207 2.3952
C -0.2938 -3.7969 0.1193
H -5.7961 -1.9989 4.0077
H -2.5110 -0.1306 -0.7242
H 2.3600 3.9083 -0.4051
H -2.6201 -1.6393 -2.7566
O -0.4262 0.5539 -6.4489
H -0.4186 1.0407 2.2307
H 3.4905 -1.8096 -2.4856
H -0.6772 -1.9047 -0.6520
H -5.1947 1.6077 3.4409
H 5.8790 -4.0786 3.5793
H -4.7840 -1.1092 4.7850
N 0.6073 -2.4838 -3.7394
C -5.2417 -0.4899 2.8406
O 5.8365 -4.6065 1.7359
C -2.9847 0.8128 -1.1615
H 0.9680 3.0977 -4.8904
O 3.7700 2.1355 3.5048
H -0.7971 -0.1137 4.3125
N 2.9429 -1.7370 0.7169
H -4.0601 -3.1112 0.0350
O 3.7173 -3.6049 -0.4939
H 2.7040 -0.7183 -1.4707
N -0.9516 1.9191 2.0959
H 3.5103 0.3301 0.8908
H -1.9899 4.8930 -2.2931
H 2.2918 5.5266 -0.7878
N 1.6928 -0.2404 3.8888
C -3.4586 -0.9653 -2.8998
H -3.6299 0.6656 3.7246
H 0.4040 -5.3480 1.0206
H -4.1628 1.2626 2.1632
H -3.2351 -1.3854 2.3494
C 0.7918 -1.1428 3.4935
O 4.1125 5.0414 -2.6683
H 1.4187 0.7319 4.0256
H 0.6592 -4.6393 -2.2932
H 1.4731 1.3924 -3.5299
H -6.0886 -0.3406 2.2566
N 1.4509 -4.4860 -2.9352
N -1.7150 4.9662 -1.3137
C 5.9306 -2.2186 2.5256
H 2.8377 -2.4035 1.5142
H -0.2666 -1.8244 0.8933
H -3.8571 -1.1173 -3.9070
H 0.0169 2.3393 -1.0914
H 2.2958 -5.0595 -2.8216
H -5.4399 2.3366 0.1177
H -1.0938 -1.7158 3.6092
H -4.6814 -4.3978 1.0567
H 5.2219 -4.5577 0.9647
C 1.6829 -3.3125 -3.5977
H 0.2491 0.0600 -6.0411
H 4.5196 0.1068 2.2932
Cl 0.7644 0.4848 -0.2741
H 5.3670 -1.9764 4.3747
C -1.2129 2.5128 3.2949
C -0.4345 1.8715 -5.8980
C -4.5142 0.7971 3.0624
C 3.4764 1.7697 2.3591
H 0.8348 -1.5437 -3.8935
*
```

Output
**LUMO level**: 2.017 eV
**Kohn-Sham gap**: 9.20 eV
**Largest force on an atom**: 0.078 Eh/bohr

Mulliken atomic charge list, values in e, 2 entries: number 1, N, carries -0.77; number 2, C, carries -0.96